Record 1
DFT (ωB97M-V/def2-TZVPD) results for a molecular structure, C29H41N9O4Sc.

Calculated values
Spin multiplicity = 1
Total charge = +1
Frontier orbital gap = 7.8 eV

Element x y z (Å)
Sc -0.30 0.42 -0.05
C 3.64 1.57 -0.37
C 3.11 1.34 1.04
N 1.68 1.62 1.19
C 1.39 3.06 1.33
C 0.44 3.55 0.25
N -0.77 2.70 0.21
C -1.89 3.38 -0.49
C -1.63 3.73 -1.95
C -1.76 2.56 -2.90
N -0.70 1.56 -2.75
C 0.45 1.73 -3.63
C 1.73 1.84 -2.82
N 1.79 0.75 -1.83
C 3.17 0.54 -1.38
H 4.73 1.53 -0.32
H 3.40 2.59 -0.71
H 3.69 1.93 1.75
H 3.26 0.29 1.30
H 1.38 1.17 2.04
H 2.31 3.65 1.29
H 0.95 3.25 2.32
H 0.93 3.50 -0.72
H 0.17 4.60 0.44
H -1.08 2.61 1.18
H -2.12 4.29 0.06
H -2.76 2.72 -0.43
H -0.66 4.22 -2.07
H -2.37 4.48 -2.23
H -1.81 2.92 -3.93
H -2.71 2.07 -2.68
H -1.11 0.65 -2.87
H 0.34 2.61 -4.26
H 0.54 0.87 -4.30
H 1.76 2.80 -2.31
H 2.60 1.80 -3.49
H 1.50 -0.10 -2.31
H 3.85 0.54 -2.24
H 3.23 -0.45 -0.92
O -0.17 2.04 4.19
C 0.08 0.86 4.80
C 0.57 0.91 6.11
C 0.83 -0.26 6.79
C 0.60 -1.49 6.20
C 0.12 -1.54 4.91
C -0.14 -0.37 4.18
C -0.62 -0.47 2.79
O -0.67 0.63 2.06
N -0.97 -1.62 2.31
N -1.34 -1.45 0.98
C -2.22 -2.27 0.55
C -2.81 -2.16 -0.76
C -3.53 -3.23 -1.30
C -4.15 -3.14 -2.53
C -4.08 -1.94 -3.22
C -3.40 -0.85 -2.71
C -2.73 -0.93 -1.47
O -2.08 0.10 -1.00
H -0.51 1.81 3.30
H 0.73 1.88 6.56
H 1.20 -0.20 7.81
H 0.80 -2.41 6.74
H -0.08 -2.49 4.43
H -2.56 -3.07 1.22
H -3.59 -4.15 -0.72
H -4.71 -3.98 -2.92
H -4.58 -1.84 -4.18
H -3.39 0.09 -3.24
C 2.06 -3.37 1.43
N 1.42 -3.32 0.11
C 1.16 -4.43 -0.62
C 0.47 -4.37 -1.78
C 0.01 -3.09 -2.19
N 0.32 -1.99 -1.51
C 1.00 -2.10 -0.36
O 1.25 -1.08 0.32
N -0.74 -2.95 -3.29
H 2.26 -4.41 1.67
H 1.39 -2.93 2.16
H 3.00 -2.81 1.41
H 1.52 -5.36 -0.20
H 0.26 -5.26 -2.34
H -1.11 -3.78 -3.73
H -1.28 -2.11 -3.40

---

Record 2
DFT (ωB97M-V/def2-TZVPD) results for a molecular structure, C29H42BBaBrF2N2O5S3.

Calculated values
Spin multiplicity = 1
Total charge = +2
Frontier orbital gap = 4.7 eV

Element x y z (Å)
C 3.88 3.84 3.04
C 2.85 4.92 2.61
C 1.40 4.34 2.45
C 1.50 3.00 1.66
C 0.22 2.65 0.84
C -0.69 1.64 1.64
C -2.08 2.31 1.79
C -2.87 1.88 3.04
O -4.07 1.79 3.04
O -0.67 0.45 0.86
C -1.25 -0.72 1.40
B -2.73 -0.94 0.72
O -3.56 -2.04 1.00
O -3.19 0.00 -0.16
C -3.41 -0.51 -1.49
C -4.58 0.23 -2.17
C -1.20 -0.87 2.95
C -2.31 -1.16 3.75
C -2.23 -1.33 5.14
C -1.04 -1.18 5.85
C 0.10 -0.89 5.11
C 0.01 -0.75 3.67
C -0.42 -1.95 0.76
F 0.92 -1.60 0.89
C -0.74 -3.34 1.43
C 0.38 -3.85 2.31
C 0.23 -5.45 2.42
Br 0.79 -5.92 4.29
O -0.89 -2.04 -0.56
C 0.06 -2.45 -1.52
F 0.83 -3.53 -1.12
S -0.95 -3.11 -2.93
C 0.90 -1.28 -2.10
C 1.94 -1.73 -3.15
C 2.16 -0.52 -4.12
S 1.26 -0.79 -5.68
C 0.94 0.88 -6.32
S -0.18 1.85 -5.68
N 1.72 1.27 -7.41
C 2.15 2.53 -7.75
C 2.85 2.36 -8.92
N 2.85 1.02 -9.27
C 2.19 0.38 -8.37
H 3.41 3.05 3.66
H 4.72 4.27 3.60
H 4.32 3.34 2.17
H 2.86 5.77 3.30
H 3.18 5.26 1.61
H 1.08 4.11 3.48
H 0.75 5.06 1.95
H 2.31 3.13 0.91
H 1.84 2.16 2.29
H 0.58 2.13 -0.07
H -0.33 3.52 0.49
H -0.23 1.60 2.64
H -2.69 2.27 0.88
H -1.88 3.39 1.94
H -2.25 1.67 3.95
H -3.22 -2.78 0.48
H -2.51 -0.29 -2.10
H -3.59 -1.60 -1.54
H -4.61 -0.03 -3.23
H -5.52 -0.13 -1.72
H -4.49 1.31 -2.01
H -3.30 -1.28 3.31
H -3.14 -1.58 5.69
H -1.01 -1.30 6.94
H 1.05 -0.77 5.66
H 0.95 -0.49 3.09
H -1.71 -3.37 1.95
H -0.81 -4.06 0.60
H 0.28 -3.48 3.38
H 1.42 -3.69 1.84
H -0.85 -5.66 2.39
H 0.81 -5.99 1.67
H -1.04 -2.04 -3.75
H 1.40 -0.71 -1.31
H 0.16 -0.60 -2.56
H 2.89 -1.93 -2.63
H 1.66 -2.62 -3.72
H 1.74 0.38 -3.66
H 3.24 -0.37 -4.25
H 1.97 3.45 -7.20
H 3.34 3.13 -9.50
H 2.00 -0.69 -8.33
Ba 2.16 -2.94 3.79

---

Record 3
DFT (ωB97M-V/def2-TZVPD) results for a molecular structure, C29H42Cl2MnN4O2PS.

Calculated values
<S²> = 0.79
Spin multiplicity = 2
Total charge = +1
Frontier orbital gap (alpha / beta) = 6.9 / 6.9 eV

Element x y z (Å)
Mn -0.59 -0.59 0.13
C -0.67 -1.89 -2.79
O -0.06 -0.99 -1.86
C 0.86 -0.08 -2.35
C 1.36 -0.13 -3.63
C 2.25 0.87 -4.04
C 2.62 1.88 -3.18
C 2.11 1.91 -1.88
C 1.23 0.93 -1.46
N 0.66 0.85 -0.15
N 1.12 1.67 0.68
C 0.65 1.70 1.96
C -0.52 1.05 2.41
O -1.24 0.26 1.69
C -0.96 1.30 3.75
C -0.25 2.08 4.59
C 0.96 2.72 4.18
C 1.70 3.51 5.09
C 2.86 4.12 4.69
C 3.32 3.95 3.38
C 2.62 3.18 2.49
C 1.42 2.55 2.87
H 0.03 -2.66 -3.09
H -1.02 -1.33 -3.66
H -1.52 -2.33 -2.28
H 1.09 -0.92 -4.31
H 2.65 0.83 -5.05
H 3.30 2.65 -3.50
H 2.38 2.69 -1.19
H -1.88 0.82 4.07
H -0.60 2.24 5.61
H 1.33 3.63 6.10
H 3.42 4.73 5.39
H 4.24 4.42 3.07
H 2.99 3.04 1.48
C 3.58 -0.93 0.52
C 2.67 -1.13 1.73
P 1.02 -1.82 1.32
C 0.27 -2.31 2.94
C 1.17 -2.28 4.17
C 1.46 -3.41 0.52
C 2.33 -4.35 1.35
H 4.52 -0.48 0.83
H 3.13 -0.28 -0.23
H 3.83 -1.88 0.04
H 2.51 -0.19 2.25
H 3.14 -1.81 2.44
H -0.14 -3.32 2.79
H -0.59 -1.65 3.08
H 2.02 -2.96 4.08
H 0.60 -2.58 5.05
H 1.55 -1.28 4.36
H 1.95 -3.16 -0.42
H 0.52 -3.90 0.25
H 3.28 -3.90 1.62
H 2.55 -5.26 0.78
H 1.83 -4.66 2.27
Cl -4.06 -1.26 2.04
C -3.58 -2.77 1.34
Cl -2.10 -2.66 0.29
H -4.36 -3.13 0.68
H -3.34 -3.48 2.11
C -1.47 2.69 -2.69
N -2.23 1.59 -3.27
C -1.95 1.37 -4.68
C -2.98 0.75 -2.53
S -2.80 0.56 -0.85
N -3.94 0.06 -3.21
C -4.60 -1.08 -2.59
C -4.80 0.74 -4.19
H -1.60 3.56 -3.33
H -0.41 2.45 -2.64
H -1.84 2.91 -1.69
H -0.87 1.46 -4.83
H -2.43 2.11 -5.32
H -2.27 0.38 -4.99
H -3.88 -1.69 -2.05
H -5.07 -1.67 -3.37
H -5.37 -0.75 -1.88
H -4.47 1.76 -4.35
H -5.82 0.77 -3.80
H -4.80 0.21 -5.14

---

Record-wise ΔE to the lowest compared entry with this formula, charge and spin values, in kJ/mol: 71.4 0.0 43.6
Record-wise max |F| values, in Eh/bohr: 0.0043 0.1026 0.0197